No. 1
The following is a quantum chemistry calculation of the molecule C24H29FN4O2, from the Open Molecules 2025 dataset.

Energy above the lowest of the compared OMol25 structures with the same formula, charge and spin ... 0.00 kcal/mol
SMILES string ... O=C(CC[C@H]1CCCN(C(=O)c2cccc(F)c2)C1)N1CCN(c2ccccn2)CC1
Gap between HOMO and LUMO ... 8.5 eV
Highest occupied orbital energy ... -0.2871 Eh
Energy ... -1401.3678 a.u.

Each line ends with the Mulliken charge.
Cartesian coordinates (Å):
O -0.5913 -0.4762 1.6525  -0.731
C 0.1382 -0.9812 0.8114  0.437
C 0.0315 -2.4637 0.4703  -0.869
C -1.3747 -2.9790 0.7855  -1.025
C -2.3096 -3.1078 -0.4258  0.484
C -3.7586 -3.2976 0.0437  -1.218
C -4.3259 -2.0022 0.6228  -0.688
C -4.2032 -0.8635 -0.3884  -0.698
N -2.8369 -0.7276 -0.8324  0.306
C -2.1502 0.4282 -0.9066  0.764
O -1.0617 0.5179 -1.4524  -0.697
C -2.7959 1.6243 -0.2717  -0.538
C -2.6725 1.8292 1.0982  -0.389
C -3.2083 2.9657 1.6791  -0.766
C -3.8707 3.9051 0.9066  -0.555
C -3.9730 3.6868 -0.4549  0.146
F -4.6168 4.5976 -1.2175  -0.341
C -3.4424 2.5643 -1.0628  0.108
C -2.2786 -1.9300 -1.4059  -1.347
N 1.1141 -0.2787 0.2093  0.607
C 1.9812 -0.7942 -0.8320  -0.296
C 2.8845 0.3193 -1.3612  -1.377
N 3.5672 0.9834 -0.2788  0.211
C 4.9237 0.9543 -0.1873  0.719
C 5.6119 1.5441 0.8904  -0.575
C 6.9878 1.4936 0.9005  -0.494
C 7.6625 0.8686 -0.1429  -0.538
C 6.8993 0.3227 -1.1573  -0.376
N 5.5798 0.3573 -1.1885  -0.300
C 2.7358 1.4359 0.8167  -0.776
C 1.2715 1.1256 0.5264  -1.353
H 0.7625 -2.9711 1.1062  0.611
H 0.3032 -2.6635 -0.5634  0.360
H -1.3151 -3.9617 1.2573  0.498
H -1.7999 -2.2883 1.5147  0.219
H -2.0040 -3.9947 -0.9944  0.281
H -3.8055 -4.0895 0.7931  0.430
H -4.3722 -3.6054 -0.8069  0.428
H -3.7903 -1.7271 1.5311  0.318
H -5.3770 -2.1392 0.8814  0.405
H -4.5404 0.0755 0.0520  0.452
H -4.8336 -1.0849 -1.2623  0.271
H -2.1444 1.0985 1.6915  0.666
H -3.1113 3.1226 2.7426  0.431
H -4.2984 4.7954 1.3399  0.453
H -3.5337 2.4315 -2.1297  0.539
H -1.2649 -1.6908 -1.7276  0.448
H -2.8646 -2.2051 -2.2943  0.553
H 2.5988 -1.6067 -0.4293  0.435
H 1.3869 -1.1783 -1.6679  0.351
H 2.2833 1.0405 -1.9243  0.286
H 3.6481 -0.0975 -2.0185  0.456
H 5.0799 2.0335 1.6891  0.342
H 7.5381 1.9401 1.7169  0.400
H 8.7388 0.8136 -0.1631  0.368
H 7.3608 -0.1764 -2.0006  0.398
H 2.8512 2.5174 0.9649  0.451
H 3.0322 0.9272 1.7446  0.483
H 0.6630 1.3285 1.4094  0.469
H 0.8899 1.7337 -0.2989  0.365

No. 2
The following is a quantum chemistry calculation of a structure of composition C24H29N2O5Sm at a distorted geometry, from the Open Molecules 2025 dataset.

Multiplicity ... 6
Gap between HOMO and LUMO (alpha / beta) ... 7.2 / 7.3 eV
Highest occupied orbital energy (alpha / beta) ... -0.5307 / -0.5308 Eh
Energy ... -2075.1684 a.u.
Charge ... +2

Each line ends with the Mulliken charge.
Cartesian coordinates (Å):
Sm 0.9921 -0.1415 -0.5455  1.350
O 0.3500 -3.8823 -3.3361  -0.455
C 0.7224 -3.3639 -2.1555  0.587
O 0.7220 -2.1537 -1.9657  -0.424
C 1.2645 -4.4575 -1.2360  -0.665
O 1.4801 -4.1929 0.1092  -0.374
C 2.7190 -3.5436 0.4398  -0.770
C 2.3939 -2.0855 0.4891  0.959
O 1.4632 -1.6528 1.1875  -0.616
O 2.9024 -1.2405 -0.3601  -0.693
H 0.2678 -3.1642 -3.9815  0.397
H 2.1077 -4.9001 -1.7249  0.459
H 0.4812 -5.2111 -1.2471  0.405
H 3.5105 -3.7601 -0.2156  0.463
H 2.9590 -3.8193 1.4714  0.342
C 1.0556 2.3385 -2.2912  -1.619
C 1.9207 2.7758 -1.1042  1.141
C 3.2264 3.2220 -1.3673  -1.216
C 3.9697 3.8424 -0.4148  -0.827
C 3.4836 3.9853 0.8661  -0.717
C 2.2372 3.4483 1.2390  0.780
C 1.7774 3.4823 2.7087  -1.253
C 1.4582 2.7875 0.2535  0.253
N 0.3950 1.9328 0.6067  0.092
C -0.8348 2.3323 0.6673  0.812
C -1.1861 3.7437 0.7408  -1.575
C -1.7677 1.1649 0.6275  0.439
C -3.1270 1.3333 1.2774  -1.758
N -1.3531 0.0896 0.1271  0.549
C -2.0652 -1.1953 0.1941  -0.402
C -2.1015 -1.9741 1.3599  1.372
C -1.5918 -1.5326 2.6777  -1.436
C -2.6601 -3.2821 1.2279  -1.235
C -3.1734 -3.7090 0.0175  -0.901
C -3.0870 -2.9160 -1.0946  -0.668
C -2.6169 -1.6292 -1.0190  0.978
C -2.5274 -0.7152 -2.2396  -1.140
H 1.0220 3.0435 -3.1054  0.491
H -0.0433 2.3205 -2.0608  0.299
H 1.3403 1.3991 -2.7998  0.434
H 3.6754 3.1574 -2.3179  0.579
H 4.9972 4.2587 -0.6684  0.356
H 4.0337 4.5087 1.6371  0.452
H 2.6702 3.8399 3.2297  0.485
H 1.5564 2.4650 3.0796  0.272
H 0.9573 4.1549 2.8956  0.292
H -0.3213 4.3196 0.4136  0.434
H -1.4640 4.0125 1.7407  0.377
H -2.0674 4.0359 0.1057  0.426
H -3.6910 2.1693 0.8332  0.460
H -2.9242 1.5039 2.3364  0.423
H -3.7172 0.3990 1.1589  0.331
H -1.6962 -2.2854 3.4129  0.499
H -2.0929 -0.6695 3.0723  0.276
H -0.5376 -1.2956 2.6540  0.242
H -2.6960 -3.8503 2.1394  0.521
H -3.6983 -4.6546 -0.0789  0.490
H -3.5735 -3.2401 -2.0311  0.461
H -3.3839 -0.7965 -2.9715  0.453
H -1.6125 -1.0637 -2.8096  0.121
H -2.5010 0.3115 -1.8554  0.192

No. 3
The following is a quantum chemistry calculation of the molecule C24H29N3O4S, from the Open Molecules 2025 dataset.

Energy above the lowest of the compared OMol25 structures with the same formula, charge and spin ... 28.78 kcal/mol
SMILES string ... CC(=O)N1CCCc2cc(S(=O)(=O)N3CCC[C@@H](C(=O)NCc4ccccc4)C3)ccc21
Gap between HOMO and LUMO ... 9.3 eV
Highest occupied orbital energy ... -0.3199 Eh
Energy ... -1795.4125 a.u.

Each line ends with the Mulliken charge.
Cartesian coordinates (Å):
C 6.3879 2.0995 0.0864  -1.506
C 5.3706 0.9989 -0.1341  0.971
O 5.6281 -0.1523 0.1444  -0.628
N 4.1644 1.3741 -0.6692  0.168
C 3.7174 2.7507 -0.7805  -0.888
C 2.5883 2.9860 0.2213  -0.891
C 1.3889 2.1460 -0.2005  -0.582
C 1.8075 0.7894 -0.6934  0.726
C 0.8206 -0.1566 -0.9307  -0.032
C 1.1412 -1.4339 -1.3299  -0.815
S -0.1486 -2.6669 -1.4360  1.592
O 0.3531 -3.7526 -2.2250  -0.761
O -1.3961 -2.0653 -1.8353  -0.654
N -0.3733 -3.2253 0.1153  0.279
C 0.7773 -3.4089 0.9636  -1.159
C 0.9257 -2.2479 1.9487  0.320
C -0.3597 -2.0719 2.7566  -1.496
C -1.5692 -1.8740 1.8332  0.898
C -1.5796 -0.4553 1.2528  -0.144
O -0.9304 0.4519 1.7436  -0.663
N -2.4426 -0.2608 0.2390  0.191
C -2.6646 1.0360 -0.3750  -0.765
C -4.1434 1.2670 -0.5341  0.289
C -4.8327 0.6096 -1.5463  -0.420
C -6.1980 0.7806 -1.6881  -0.623
C -6.8870 1.6104 -0.8190  -0.426
C -6.2068 2.2648 0.1935  -0.605
C -4.8408 2.0910 0.3376  -0.363
C -1.6120 -3.0255 0.8157  -1.871
C 2.4565 -1.7855 -1.5706  -0.760
C 3.4523 -0.8495 -1.3716  -0.842
C 3.1453 0.4287 -0.9001  -0.095
H 7.3092 1.6261 0.4161  0.349
H 6.5813 2.6479 -0.8324  0.365
H 6.0584 2.7885 0.8610  0.370
H 3.3453 2.9113 -1.7987  0.257
H 4.5424 3.4349 -0.6048  0.516
H 2.9289 2.6843 1.2134  0.299
H 2.3242 4.0430 0.2567  0.463
H 0.8446 2.6546 -1.0024  0.439
H 0.6940 2.0121 0.6316  0.150
H -0.2119 0.1021 -0.7865  0.614
H 0.6530 -4.3500 1.5145  0.495
H 1.6522 -3.5004 0.3203  0.392
H 1.1358 -1.3268 1.4039  -0.237
H 1.7634 -2.4447 2.6189  0.436
H -0.2646 -1.2027 3.4084  0.482
H -0.5258 -2.9560 3.3763  0.458
H -2.4853 -1.9323 2.4359  0.388
H -2.8115 -1.0452 -0.2746  0.235
H -2.1793 1.0705 -1.3589  0.329
H -2.2130 1.7836 0.2815  0.420
H -4.2922 -0.0358 -2.2245  0.458
H -6.7257 0.2675 -2.4785  0.383
H -7.9524 1.7465 -0.9312  0.379
H -6.7413 2.9115 0.8738  0.382
H -4.3111 2.5987 1.1305  0.407
H -1.8329 -3.9508 1.3652  0.566
H -2.3845 -2.8987 0.0585  0.698
H 2.6797 -2.7787 -1.9256  0.610
H 4.4787 -1.1133 -1.5604  0.447

No. 4
The following is a quantum chemistry calculation of a cluster of 2 separate species, C24H29N3O5 in total at a distorted geometry, from the Open Molecules 2025 dataset.

Energy above the lowest of the compared OMol25 structures with the same formula, charge and spin ... 10.90 kcal/mol
SMILES string ... CC[C@H](C)[C@H](NC(C)=O)C(=O)NC.O=C(O)Cn1c2ccccc2c(=O)c2ccccc21
Gap between HOMO and LUMO ... 8.1 eV
Highest occupied orbital energy ... -0.3010 Eh
Energy ... -1472.4796 a.u.

Each line ends with the Mulliken charge.
Cartesian coordinates (Å):
C -0.3424 0.5830 -0.7801  -0.345
C -0.4493 0.2969 -2.2790  -0.853
C -1.1220 1.4040 -3.1233  0.586
C -1.3036 0.8125 -4.5351  -1.798
C -0.3178 2.7326 -3.1144  0.299
N -0.5498 3.4574 -1.8520  -0.015
C 0.1275 4.4967 -1.3654  0.656
C 1.2995 5.0732 -2.1361  -1.002
O -0.1801 4.9797 -0.2877  -0.683
C -0.6740 3.6285 -4.3111  -0.395
O -1.7077 4.2889 -4.3090  -0.666
N 0.1794 3.6347 -5.3430  0.015
C -0.0097 4.4352 -6.5512  -0.926
H 0.3474 1.4037 -0.5907  0.231
H -1.3257 0.8220 -0.3781  0.048
H 0.0605 -0.2978 -0.2850  -0.094
H -1.0262 -0.6227 -2.3870  0.308
H 0.5527 0.1066 -2.6669  0.358
H -2.1195 1.5970 -2.7236  0.362
H -1.8880 1.4869 -5.1626  0.447
H -1.8543 -0.1273 -4.4775  0.483
H -0.3353 0.6262 -5.0002  0.314
H 0.7400 2.4830 -3.1865  0.373
H -1.3484 3.1868 -1.3007  0.234
H 1.7786 5.8320 -1.5195  0.339
H 0.9353 5.5408 -3.0485  0.227
H 2.0186 4.2905 -2.3622  0.311
H 0.9984 3.0516 -5.2844  0.270
H 0.0959 5.4954 -6.3115  0.286
H 0.7273 4.1592 -7.3062  0.347
H -1.0126 4.2699 -6.9516  0.289
O 1.9263 -3.5660 -0.4111  -0.623
C 1.5132 -2.9977 0.5869  0.838
O 2.0722 -1.8589 1.0681  -0.407
C 0.2943 -3.6238 1.2956  -1.451
N 0.1080 -3.1639 2.7104  0.237
C 0.8002 -3.8375 3.7550  0.772
C 1.6902 -4.9084 3.5077  -0.748
C 2.3245 -5.5949 4.5456  -0.802
C 2.1000 -5.2197 5.8653  -0.590
C 1.2557 -4.1484 6.1394  -0.556
C 0.6162 -3.4543 5.0960  0.461
C -0.2325 -2.3132 5.4002  0.829
O -0.3953 -1.9591 6.5682  -0.761
C -0.8714 -1.5818 4.3191  0.581
C -1.6536 -0.4482 4.6096  -0.626
C -2.2857 0.2570 3.5919  -0.679
C -2.1439 -0.1683 2.2778  -0.842
C -1.3596 -1.2878 1.9866  -0.601
C -0.6968 -2.0227 2.9942  0.598
H 2.8308 -1.6708 0.4966  0.357
H 0.3875 -4.7103 1.2588  0.461
H -0.5936 -3.4290 0.6966  0.538
H 1.9318 -5.2431 2.5083  0.265
H 2.9972 -6.4185 4.3225  0.417
H 2.5903 -5.7498 6.6765  0.376
H 1.1005 -3.8504 7.1742  0.440
H -1.7725 -0.1113 5.6372  0.444
H -2.8880 1.1298 3.8260  0.385
H -2.6470 0.3751 1.4835  0.410
H -1.2935 -1.5514 0.9433  0.271

Among the records above, which one has the highest energy?
C24H29FN4O2

What did the first record say?
The following is a quantum chemistry calculation of the molecule C24H29FN4O2, from the Open Molecules 2025 dataset.

Energy above the lowest of the compared OMol25 structures with the same formula, charge and spin ... 0.00 kcal/mol
SMILES string ... O=C(CC[C@H]1CCCN(C(=O)c2cccc(F)c2)C1)N1CCN(c2ccccn2)CC1
Gap between HOMO and LUMO ... 8.5 eV
Highest occupied orbital energy ... -0.2871 Eh
Energy ... -1401.3678 a.u.

Each line ends with the Mulliken charge.
Cartesian coordinates (Å):
O -0.5913 -0.4762 1.6525  -0.731
C 0.1382 -0.9812 0.8114  0.437
C 0.0315 -2.4637 0.4703  -0.869
C -1.3747 -2.9790 0.7855  -1.025
C -2.3096 -3.1078 -0.4258  0.484
C -3.7586 -3.2976 0.0437  -1.218
C -4.3259 -2.0022 0.6228  -0.688
C -4.2032 -0.8635 -0.3884  -0.698
N -2.8369 -0.7276 -0.8324  0.306
C -2.1502 0.4282 -0.9066  0.764
O -1.0617 0.5179 -1.4524  -0.697
C -2.7959 1.6243 -0.2717  -0.538
C -2.6725 1.8292 1.0982  -0.389
C -3.2083 2.9657 1.6791  -0.766
C -3.8707 3.9051 0.9066  -0.555
C -3.9730 3.6868 -0.4549  0.146
F -4.6168 4.5976 -1.2175  -0.341
C -3.4424 2.5643 -1.0628  0.108
C -2.2786 -1.9300 -1.4059  -1.347
N 1.1141 -0.2787 0.2093  0.607
C 1.9812 -0.7942 -0.8320  -0.296
C 2.8845 0.3193 -1.3612  -1.377
N 3.5672 0.9834 -0.2788  0.211
C 4.9237 0.9543 -0.1873  0.719
C 5.6119 1.5441 0.8904  -0.575
C 6.9878 1.4936 0.9005  -0.494
C 7.6625 0.8686 -0.1429  -0.538
C 6.8993 0.3227 -1.1573  -0.376
N 5.5798 0.3573 -1.1885  -0.300
C 2.7358 1.4359 0.8167  -0.776
C 1.2715 1.1256 0.5264  -1.353
H 0.7625 -2.9711 1.1062  0.611
H 0.3032 -2.6635 -0.5634  0.360
H -1.3151 -3.9617 1.2573  0.498
H -1.7999 -2.2883 1.5147  0.219
H -2.0040 -3.9947 -0.9944  0.281
H -3.8055 -4.0895 0.7931  0.430
H -4.3722 -3.6054 -0.8069  0.428
H -3.7903 -1.7271 1.5311  0.318
H -5.3770 -2.1392 0.8814  0.405
H -4.5404 0.0755 0.0520  0.452
H -4.8336 -1.0849 -1.2623  0.271
H -2.1444 1.0985 1.6915  0.666
H -3.1113 3.1226 2.7426  0.431
H -4.2984 4.7954 1.3399  0.453
H -3.5337 2.4315 -2.1297  0.539
H -1.2649 -1.6908 -1.7276  0.448
H -2.8646 -2.2051 -2.2943  0.553
H 2.5988 -1.6067 -0.4293  0.435
H 1.3869 -1.1783 -1.6679  0.351
H 2.2833 1.0405 -1.9243  0.286
H 3.6481 -0.0975 -2.0185  0.456
H 5.0799 2.0335 1.6891  0.342
H 7.5381 1.9401 1.7169  0.400
H 8.7388 0.8136 -0.1631  0.368
H 7.3608 -0.1764 -2.0006  0.398
H 2.8512 2.5174 0.9649  0.451
H 3.0322 0.9272 1.7446  0.483
H 0.6630 1.3285 1.4094  0.469
H 0.8899 1.7337 -0.2989  0.365